C5H10NP | ωB97M-V with the def2-TZVPD basis set

The geometry in XYZ format:
```
17
Properties=species:S:1:pos:R:3:mulliken_charge:R:1
P -3.01429 0.10113 -1.40853 0.091
N -0.38649 -0.17374 0.36870 0.111
C -1.22341 -0.61276 1.42587 -1.202
C -0.83683 -0.01167 -0.84416 -0.346
C 1.50459 0.27045 -0.97523 -0.549
C 0.23448 0.36314 -1.80977 -0.341
C 1.09098 0.17340 0.45991 -0.569
H -1.93155 0.29992 1.71860 0.315
H -0.58799 -0.85312 2.25997 0.362
H 1.87932 -0.69816 -1.18240 0.218
H 1.61134 -0.58492 0.96716 0.408
H 2.33579 1.11271 -1.07164 0.297
H -1.71671 -1.57317 1.11727 0.372
H -3.21979 0.02613 -0.13891 -0.052
H 1.09568 1.17882 0.77753 0.349
H 0.32244 -0.24977 -2.80949 0.265
H -0.04024 1.33256 -2.06398 0.269
```

Values from the calculation:
ΔE to the lowest compared entry with this formula, charge and spin   2.179 eV
Maximum force   4.95 eV/Å
E_tot   -16120.2003 eV
Multiplicity   3
Net charge   0
Highest occupied orbital energy (alpha / beta)   -4.69 / -9.28 eV

C10H10O2 | ωB97M-V with the def2-TZVPD basis set

The geometry in XYZ format:
```
22
Properties=species:S:1:pos:R:3:mulliken_charge:R:1
O -2.93480 -0.74939 -0.62747 -0.443
O -1.91831 0.40060 1.21601 -0.485
C 3.38720 0.71407 0.58565 -0.180
C -3.16682 -0.10889 0.65878 -0.189
C 3.04064 0.24691 1.97608 -1.316
C -0.76832 -0.80228 -1.82561 -0.488
C 2.64645 0.46606 -0.55487 -0.646
C 1.19854 0.16680 -0.60794 0.613
C 0.69311 -0.56103 -1.67517 -0.522
C 0.32102 0.51683 0.41307 -0.753
C -0.95299 0.13255 0.33569 0.777
C -1.51442 -0.50463 -0.77510 0.501
H 4.34313 1.15195 0.51334 0.431
H 2.24927 -0.48655 2.16381 0.401
H -1.26461 -1.07198 -2.85225 0.276
H -3.92072 0.76744 0.45865 0.214
H 1.38751 -1.01350 -2.47466 0.280
H 3.01477 0.66744 -1.57680 0.307
H 2.76181 1.12531 2.70831 0.272
H -3.58622 -0.83090 1.37638 0.242
H 0.56569 1.02222 1.41453 0.333
H 3.96785 -0.13943 2.37694 0.376
```

Values from the calculation:
ΔE to the lowest compared entry with this formula, charge and spin   3.379 eV
Maximum force   4.05 eV/Å
E_tot   -14624.5674 eV
Multiplicity   1
SMILES   C/C=C\c1ccc2c(c1)OCO2
Net charge   0
Highest occupied orbital energy   -7.97 eV

C4H15NO4 | ωB97M-V with the def2-TZVPD basis set

The geometry in XYZ format:
```
24
Properties=species:S:1:pos:R:3:mulliken_charge:R:1
O -2.01310 -0.27617 -1.22412 -0.623
O -0.38691 -2.30067 -1.69721 -0.671
O 0.17253 -1.62346 1.20508 -0.637
O -1.41617 3.09945 -0.03464 -0.650
N -0.16486 0.32471 2.24680 -0.391
C 1.74034 -0.11426 -0.76413 -0.491
C 0.54928 0.74428 -1.17296 -0.607
C 1.89266 -0.00098 0.81138 -0.459
C 0.60217 -0.51062 1.37995 0.504
H -2.66408 -0.90750 -0.87011 0.334
H -0.18293 -2.18480 -0.76470 0.319
H 2.81115 -0.61691 1.01592 0.311
H -0.26971 0.77833 -0.46610 -0.453
H 0.15098 0.63434 -2.16669 0.356
H -0.70342 2.45748 0.09829 0.420
H 1.96818 1.04007 1.14517 0.276
H 1.03356 1.72443 -1.36627 0.415
H -0.94932 -0.11056 2.74178 0.257
H -1.15372 3.62627 -0.79662 0.328
H 1.59048 -1.20822 -0.99768 0.264
H 0.23128 1.04987 2.84468 0.204
H 2.75695 0.13500 -1.07961 0.405
H -1.14636 -1.71881 -1.84077 0.350
H -2.13410 0.35861 -0.48698 0.240
```

Values from the calculation:
ΔE to the lowest compared entry with this formula, charge and spin   1.644 eV
Maximum force   3.04 eV/Å
E_tot   -14071.0666 eV
Multiplicity   1
SMILES   CCCC(N)=O.O.O.O
Net charge   0
Highest occupied orbital energy   -10.25 eV

C2H3NOS2 | ωB97M-V with the def2-TZVPD basis set

The geometry in XYZ format:
```
9
Properties=species:S:1:pos:R:3:mulliken_charge:R:1
S 1.14955 -2.17255 -0.01297 -0.265
S -2.29618 -1.45214 -0.14298 -0.186
O 0.27149 1.51809 -0.12258 -0.454
N 0.00533 0.22843 -0.27504 0.219
C 1.14646 -0.63106 -0.32733 -0.107
C -1.40801 -0.02684 -0.00947 -0.197
H -1.86381 0.92817 0.44209 0.300
H 0.89071 1.67170 0.77402 0.351
H 2.10445 -0.06379 -0.32573 0.338
```

Values from the calculation:
ΔE to the lowest compared entry with this formula, charge and spin   3.789 eV
Maximum force   5.61 eV/Å
E_tot   -27326.9883 eV
Multiplicity   1
SMILES   ON(C=S)C=S
Net charge   0
Highest occupied orbital energy   -8.47 eV

C6H7As3F27NO8S3Zr | ωB97M-V with the def2-TZVPD basis set

The geometry in XYZ format:
```
56
Properties=species:S:1:pos:R:3:mulliken_charge:R:1
Zr 0.10438 -0.12359 -0.13623 2.231
As -3.81140 0.11709 0.18744 1.960
As -0.71330 -0.21028 -3.87266 1.940
As -1.17623 -3.69243 -0.68913 1.882
S -0.47967 3.08106 1.39745 0.814
S 2.86260 -1.10107 -0.56061 1.037
S 0.71965 3.03908 -0.98897 0.685
F -0.36842 -3.71733 -2.27863 -0.476
F 0.48411 -3.88774 0.07955 -0.493
F -0.99757 -1.88379 -0.63764 0.002
F -1.36311 -0.56564 -5.51215 -0.527
F -3.78805 1.80735 -0.38427 -0.494
F -0.99623 5.01709 -1.61219 -0.233
F -3.73890 0.81613 1.86574 -0.508
F -1.64806 -1.57355 -3.18662 -0.464
F -2.09947 0.90442 -3.53298 -0.516
F 3.30367 0.45515 -2.84411 -0.127
F 3.81985 -1.57425 -2.94298 -0.212
F 5.05087 -0.27634 -1.77896 -0.229
F 1.36721 4.65904 2.89604 -0.274
F -3.84373 -0.55059 -1.49994 -0.474
F 0.14559 1.22756 -4.44515 -0.481
F -1.94809 0.21699 0.03389 -0.405
F 2.17088 2.86510 1.93294 -0.190
F 1.03221 2.68683 3.69891 -0.258
F 0.66881 -1.41428 -4.01599 -0.529
F -1.34764 -5.54944 -0.84141 -0.580
F -5.59930 0.12778 0.23361 -0.531
F -0.17815 0.18137 -2.19051 -0.056
F -0.31295 3.84448 -3.35163 -0.261
F -1.88416 -3.64593 0.95507 -0.480
F -3.58355 -1.56288 0.58415 -0.430
F -2.72840 -3.46798 -1.38009 -0.415
F -1.82386 3.01123 -1.96807 -0.133
O 3.61345 -1.99526 0.23989 -0.575
O -1.02360 4.33610 0.94159 -0.668
O -1.40992 2.27984 2.19552 -0.653
O 1.60402 4.05729 -0.45092 -0.637
O 1.34598 2.11265 -1.88124 -0.597
O 2.25024 0.10260 0.11433 -0.404
O 1.51238 -1.54513 -0.94927 -0.658
O -0.07878 -0.84060 1.92566 -0.654
N 0.07703 1.92653 0.01134 -0.408
C 1.76991 -0.60566 3.69331 -1.025
C 3.82147 -0.54587 -2.14752 0.626
C -0.71060 3.75688 -2.02563 0.645
C 0.43078 -1.24928 3.17480 0.230
C 1.14161 3.38759 2.56058 0.601
C 0.57956 -2.74254 3.44378 -1.477
H 2.30383 -1.22984 4.40985 0.388
H -0.34491 -3.15833 3.04307 0.256
H 2.44987 -0.28902 2.90243 0.169
H -0.35448 -1.04346 3.90218 0.178
H 1.53747 0.28558 4.27621 0.151
H 0.75074 -3.07025 4.46916 0.436
H 1.43435 -3.19045 2.93701 0.298
```

Values from the calculation:
Maximum force   5.56 eV/Å
E_tot   -313890.0938 eV
Multiplicity   2
Net charge   -3
Highest occupied orbital energy (alpha / beta)   2.10 / -1.61 eV

C18H16LiN3S5Se | ωB97M-V with the def2-TZVPD basis set

The geometry in XYZ format:
```
44
Properties=species:S:1:pos:R:3:mulliken_charge:R:1
Se 4.73654 2.11821 1.28494 0.162
S -1.14468 2.85806 1.44814 -0.501
S -4.80993 7.31760 0.32974 -0.435
S -1.50707 3.10018 -2.08382 -0.525
S -3.30437 5.35520 -1.37178 -0.160
S -3.02935 5.15917 1.42202 -0.175
N 5.58203 0.79714 0.38494 -0.890
N 3.27397 1.10523 1.57771 -0.760
N -2.53076 0.10407 -0.49671 0.532
C -0.48610 -2.83762 0.57825 -0.766
C 4.32855 -2.56419 -0.07354 -0.965
C -2.10921 3.96621 0.51668 0.080
C 3.02043 -2.55318 0.64838 0.261
C -0.72530 -1.43316 0.21617 1.534
C -3.76436 6.00968 0.13725 0.078
C -2.24520 4.06116 -0.83571 -0.078
C 2.46802 -1.13395 0.94640 0.224
C 4.76638 -0.21183 0.35705 0.891
C -2.70403 -0.43107 -1.83288 -1.091
C 5.11835 -1.50226 -0.23470 -0.600
C -2.14174 -0.92711 0.45429 -0.899
C 1.81156 -2.79013 -0.30065 0.159
C 3.47298 -0.03841 1.00871 -0.023
C -3.71977 0.82045 -0.07420 -1.193
C 1.59718 -1.23919 -0.35348 -0.312
C 0.66119 -3.48590 0.35538 -1.254
C 0.23295 -0.60319 -0.25743 -1.249
Li -0.74351 1.33632 -0.44993 0.403
H -2.86620 -1.76853 0.42674 0.169
H -2.21848 -0.48057 1.45220 0.316
H -3.53662 1.28279 0.89605 0.312
H 2.08152 -3.27570 -1.24768 0.462
H -3.56087 -1.13120 -1.87498 0.302
H 6.05363 -1.56310 -0.77758 0.388
H 1.81086 -1.11454 1.81407 0.483
H 4.63065 -3.51475 -0.50674 0.355
H -4.59931 0.15129 -0.00939 0.322
H 3.06623 -3.23869 1.50325 0.427
H -1.80024 -0.96137 -2.13042 0.291
H 2.17490 -0.82640 -1.18613 0.490
H 0.77060 -4.53604 0.61776 0.346
H -1.30566 -3.38763 1.04098 0.272
H -2.87603 0.39280 -2.52660 0.280
H -3.92974 1.61418 -0.79280 0.337
```

Values from the calculation:
ΔE to the lowest compared entry with this formula, charge and spin   1.111 eV
Maximum force   0.08 eV/Å
E_tot   -143123.7066 eV
Multiplicity   1
Net charge   -2
Highest occupied orbital energy   -0.45 eV